{
  "formula": "C25H25BF5N10O3S3TeTi",
  "method": "ωB97M-V/def2-TZVPD",
  "e_tot_ev": -124558.06955,
  "e_homo_ha": [-0.1881, -0.1906],
  "charge": -1,
  "gap_ev": [6.349, 6.454],
  "relative_energy_ev": 4.076,
  "spin_multiplicity": 1,
  "lumo_energy_ha": [0.04518, 0.04661],
  "species": ["Ti", "N", "C", "C", "C", "C", "C", "C", "S", "O", "O", "N", "C", "N", "C", "C", "C", "N", "H", "H", "H", "H", "H", "H", "H", "H", "H", "S", "C", "C", "C", "C", "C", "C", "S", "H", "H", "H", "H", "B", "N", "C", "C", "C", "N", "N", "C", "C", "C", "N", "H", "H", "H", "H", "H", "H", "H", "H", "N", "C", "C", "C", "N", "H", "H", "H", "H", "F", "Te", "F", "F", "F", "F", "O"],
  "xyz": [[-1.323, -1.065, 0.779], [1.346, 4.198, -4.865], [0.515, 3.808, -3.832], [0.880, 2.761, -2.982], [0.070, 2.402, -1.922], [-1.116, 3.072, -1.698], [-1.483, 4.123, -2.520], [-0.679, 4.489, -3.582], [-2.261, 2.501, -0.438], [-2.611, 3.575, 0.454], [-3.398, 1.952, -1.153], [-1.530, 1.259, 0.337], [-0.803, 1.556, 1.406], [-0.615, 0.480, 2.210], [-0.038, 0.667, 3.385], [0.451, 1.911, 3.757], [0.314, 2.925, 2.816], [-0.305, 2.771, 1.666], [2.013, 3.516, -5.179], [0.931, 4.748, -5.600], [1.803, 2.227, -3.155], [0.362, 1.596, -1.268], [-2.407, 4.644, -2.325], [-0.972, 5.301, -4.236], [0.021, -0.198, 4.040], [0.947, 2.070, 4.699], [0.718, 3.915, 2.989], [2.031, 0.380, 0.509], [3.623, -0.139, 0.953], [4.728, 0.120, 0.132], [6.004, -0.152, 0.570], [6.212, -0.721, 1.822], [5.133, -1.052, 2.615], [3.840, -0.763, 2.190], [2.465, -1.102, 3.229], [4.560, 0.594, -0.822], [6.853, 0.077, -0.062], [7.217, -0.896, 2.178], [5.275, -1.497, 3.586], [1.301, -2.112, -1.577], [1.238, -2.400, -0.066], [1.914, -3.465, 0.470], [1.933, -3.378, 1.810], [1.285, -2.094, 2.141], [0.871, -1.534, 0.863], [0.040, -1.394, -2.098], [-0.263, -1.307, -3.396], [-1.451, -0.614, -3.526], [-1.807, -0.303, -2.219], [-0.886, -0.766, -1.368], [1.399, -3.158, -2.138], [2.255, -1.407, -1.756], [2.308, -4.217, -0.183], [2.389, -4.014, 2.540], [0.436, -2.170, 2.831], [0.383, -1.734, -4.139], [-1.987, -0.373, -4.423], [-2.650, 0.270, -1.884], [-3.955, -1.540, -0.446], [-5.235, -1.172, -0.566], [-5.431, -0.112, 0.291], [-4.197, 0.081, 0.913], [-3.321, -0.797, 0.454], [-3.502, -2.369, -0.816], [-5.907, -1.665, -1.239], [-6.330, 0.448, 0.439], [-3.925, 0.827, 1.638], [-3.592, -3.346, 1.297], [-1.927, -3.659, 2.404], [-1.429, -2.729, -0.007], [-3.188, -3.047, 3.763], [-3.146, -5.317, 2.855], [-0.808, -3.702, 4.162], [-1.586, -1.788, 2.296]],
  "lowdin_charge": [1.022, 0.090, -0.328, -0.015, -0.071, -0.264, -0.059, -0.035, 0.630, -0.297, -0.329, -0.129, -0.538, 0.014, -0.154, -0.049, -0.117, 0.141, 0.085, 0.085, 0.111, 0.045, 0.116, 0.105, 0.108, 0.098, 0.111, 0.917, -0.606, -0.110, -0.095, -0.098, -0.113, -0.549, 1.009, 0.100, 0.099, 0.097, 0.098, -0.452, -0.112, -0.051, -0.068, -0.540, -0.183, -0.054, -0.083, -0.040, -0.161, -0.052, 0.077, 0.066, 0.123, 0.108, 0.050, 0.118, 0.090, 0.070, 0.010, -0.055, -0.030, -0.105, -0.099, 0.154, 0.121, 0.099, 0.130, -0.498, 1.960, -0.420, -0.460, -0.601, -0.567, -0.671]
}

***

{
  "formula": "C25H25CdN2P",
  "method": "ωB97M-V/def2-TZVPD",
  "e_tot_ev": -43156.84484,
  "e_homo_ha": [0.0480, 0.1102],
  "charge": -2,
  "gap_ev": [3.306, 1.751],
  "relative_energy_ev": 0.166,
  "spin_multiplicity": 1,
  "lumo_energy_ha": [0.16950, 0.17455],
  "species": ["C", "C", "C", "C", "C", "Cd", "N", "C", "C", "H", "H", "H", "H", "H", "H", "H", "H", "H", "H", "N", "P", "C", "C", "C", "C", "C", "C", "C", "C", "C", "C", "C", "C", "C", "C", "C", "C", "C", "C", "H", "H", "H", "H", "H", "H", "H", "H", "H", "H", "H", "H", "H", "H", "H"],
  "xyz": [[1.682, -2.002, -0.868], [0.512, -2.653, -0.391], [0.422, -2.422, 1.034], [1.570, -1.625, 1.409], [2.331, -1.373, 0.232], [-0.427, -0.397, 0.454], [-0.268, 1.070, -1.679], [-1.520, 1.247, -2.256], [-2.004, 0.041, -1.387], [-0.271, -2.911, 1.725], [-0.138, -3.321, -0.961], [1.852, -1.367, 2.433], [3.289, -0.856, 0.197], [2.059, -2.041, -1.890], [-1.951, -0.895, -1.941], [-1.631, 1.114, -3.353], [0.234, 1.960, -1.644], [-2.934, 0.209, -0.854], [-2.011, 2.183, -1.871], [-0.567, 1.263, 1.714], [-0.207, 2.598, 2.460], [-0.606, 2.311, 4.210], [-0.483, 3.302, 5.196], [-0.807, 2.990, 6.522], [-1.276, 1.719, 6.861], [-1.419, 0.737, 5.869], [-1.074, 1.038, 4.546], [1.530, 3.085, 2.328], [2.042, 4.203, 3.001], [3.401, 4.516, 2.893], [4.247, 3.724, 2.113], [3.733, 2.618, 1.425], [2.374, 2.305, 1.525], [-1.178, 4.028, 1.924], [-0.597, 5.142, 1.298], [-1.402, 6.215, 0.902], [-2.787, 6.157, 1.071], [-3.374, 5.019, 1.635], [-2.573, 3.953, 2.053], [-0.144, 4.302, 4.932], [-0.692, 3.754, 7.295], [-1.535, 1.484, 7.895], [-1.794, -0.254, 6.116], [-1.176, 0.286, 3.760], [1.384, 4.837, 3.597], [3.794, 5.386, 3.423], [5.308, 3.969, 2.035], [4.384, 1.996, 0.809], [1.953, 1.455, 0.986], [0.479, 5.174, 1.131], [-0.938, 7.098, 0.457], [-3.413, 6.998, 0.759], [-4.457, 4.958, 1.753], [-3.025, 3.054, 2.476]],
  "lowdin_charge": [-0.216, -0.259, -0.341, -0.273, -0.228, 1.260, -0.249, -0.556, -0.324, 0.056, 0.069, 0.070, 0.062, 0.067, -0.060, 0.034, -0.096, -0.080, 0.060, -0.415, 0.646, -0.282, -0.094, -0.132, -0.134, -0.107, -0.095, -0.290, -0.119, -0.134, -0.129, -0.096, -0.067, -0.274, -0.088, -0.129, -0.132, -0.111, -0.082, 0.081, 0.082, 0.082, 0.086, 0.074, 0.082, 0.080, 0.083, 0.093, 0.072, 0.093, 0.084, 0.083, 0.088, 0.105]
}

***

{
  "formula": "C25H25F5GaN7O3P",
  "method": "ωB97M-V/def2-TZVPD",
  "e_tot_ev": -118137.20479,
  "e_homo_ha": -0.5989,
  "charge": 3,
  "gap_ev": 7.818,
  "spin_multiplicity": 1,
  "lumo_energy_ha": -0.31159,
  "species": ["Ga", "C", "C", "N", "C", "C", "C", "C", "C", "C", "C", "C", "C", "N", "C", "H", "H", "H", "H", "H", "H", "H", "H", "C", "N", "C", "C", "C", "N", "C", "O", "N", "H", "H", "H", "H", "H", "H", "H", "N", "C", "P", "O", "O", "C", "N", "H", "H", "H", "H", "H", "H", "H", "H", "H", "H", "F", "C", "C", "C", "F", "C", "F", "C", "F", "C", "F"],
  "xyz": [[0.415, -0.063, 0.541], [-3.352, -2.199, -0.319], [-1.996, -1.930, -0.131], [-1.545, -0.710, 0.116], [-2.415, 0.318, 0.128], [-3.798, 0.147, -0.039], [-4.258, -1.164, -0.255], [-4.650, 1.298, 0.018], [-4.140, 2.533, 0.235], [-2.728, 2.737, 0.378], [-2.122, 3.993, 0.582], [-0.750, 4.083, 0.649], [0.024, 2.927, 0.529], [-0.531, 1.735, 0.359], [-1.875, 1.631, 0.298], [-3.678, -3.212, -0.505], [-1.249, -2.714, -0.180], [-5.318, -1.346, -0.381], [-5.715, 1.162, -0.120], [-4.793, 3.395, 0.283], [-2.738, 4.877, 0.690], [-0.263, 5.035, 0.803], [1.104, 2.959, 0.577], [2.557, 0.908, 4.749], [1.493, -0.019, 4.338], [1.050, -0.992, 5.175], [0.112, -1.883, 4.787], [-0.366, -1.820, 3.451], [0.099, -0.870, 2.618], [0.983, 0.052, 3.075], [1.317, 0.948, 2.277], [-1.269, -2.697, 3.026], [2.483, 1.098, 5.816], [2.453, 1.841, 4.209], [3.530, 0.470, 4.528], [1.480, -1.012, 6.167], [-0.258, -2.637, 5.465], [-1.617, -3.408, 3.648], [-1.625, -2.662, 2.092], [-1.468, 1.279, -4.784], [-0.206, 1.126, -3.983], [-0.267, -0.600, -3.252], [-1.690, -0.993, -3.479], [0.347, -0.724, -1.887], [0.890, -1.606, -4.322], [1.309, -2.791, -3.510], [-1.933, 2.176, -4.660], [-2.081, 0.477, -4.444], [-1.313, 1.152, -5.783], [-0.203, 1.830, -3.153], [0.675, 1.319, -4.590], [1.778, -1.025, -4.567], [0.403, -1.932, -5.239], [2.166, -3.226, -3.855], [0.578, -3.503, -3.495], [1.449, -2.462, -2.542], [2.130, 1.480, -1.472], [2.920, 0.576, -0.840], [2.327, -0.316, 0.032], [3.152, -1.190, 0.713], [2.582, -2.045, 1.591], [4.523, -1.202, 0.533], [5.292, -2.046, 1.200], [5.088, -0.304, -0.365], [6.388, -0.308, -0.561], [4.286, 0.596, -1.058], [4.829, 1.453, -1.908]],
  "lowdin_charge": [0.715, 0.004, -0.115, 0.063, -0.126, -0.108, 0.060, 0.021, 0.023, -0.111, 0.059, 0.019, -0.046, 0.085, -0.123, 0.131, 0.136, 0.143, 0.137, 0.137, 0.143, 0.133, 0.135, 0.043, -0.009, 0.020, 0.040, -0.307, 0.165, -0.475, 0.024, 0.224, 0.109, 0.100, 0.115, 0.158, 0.134, 0.140, 0.080, 0.147, -0.151, 0.454, -0.320, -0.358, -0.160, 0.165, 0.171, 0.130, 0.173, 0.101, 0.112, 0.113, 0.117, 0.181, 0.177, 0.141, 0.058, -0.225, -0.066, -0.219, 0.085, -0.135, 0.161, -0.123, 0.179, -0.137, 0.153]
}